81
Properties=species:S:1:pos:R:3 method="wB97M-V/def2-TZVPD" e_homo_ev=-7.36 fmax_ev_per_a=3.3 lumo_ev=-0.99 de_lowest_kj_mol=225.5 e_tot_ha=-3408.42012 charge=0
Pt -0.01608 0.02373 0.20553
S -1.38565 -5.63873 -0.72820
C -2.10762 -7.17937 -0.68186
C -3.46515 -7.09581 -0.62470
C -3.91997 -5.74776 -0.61575
C -2.90417 -4.83695 -0.67078
C -3.00006 -3.36259 -0.61313
C -1.83361 -2.57374 -0.51096
N -1.85008 -1.27162 -0.34880
C -3.04269 -0.63700 -0.31050
C -4.25038 -1.30772 -0.45444
C -5.47848 -0.54967 -0.40798
C -5.46663 0.78914 -0.25154
C -4.22042 1.50758 -0.13376
C -4.12754 2.90494 -0.03248
C -2.90255 3.52214 0.05040
C -1.76249 2.69265 0.07348
N -1.82714 1.38581 0.00542
C -3.03078 0.78989 -0.13173
C -2.73184 4.98898 0.11397
C -1.56592 5.69585 0.18143
C -1.76469 7.10543 0.21503
C -3.08178 7.43843 0.17150
S -4.07779 6.05525 0.08783
C -4.20444 -2.70431 -0.60114
H -1.49407 -8.06612 -0.70544
H -4.11728 -7.95639 -0.58264
H -4.96629 -5.47530 -0.57566
H -0.84981 -3.02290 -0.58390
H -6.41691 -1.08381 -0.49793
H -6.39306 1.34976 -0.22197
H -5.04083 3.49166 -0.04359
H -0.76676 3.10967 0.15173
H -0.58680 5.23762 0.20082
H -0.96411 7.82935 0.26699
H -3.52304 8.42255 0.18057
H -5.13401 -3.25210 -0.71112
C -1.24058 0.95517 6.96366
C -1.25391 1.97282 6.02739
C -0.77991 1.73042 4.74135
C -0.29947 0.47522 4.38240
C -0.29164 -0.54823 5.33057
C -0.74958 -0.30232 6.61382
P 0.22741 0.19144 2.62758
C -0.60969 -1.46240 2.53054
C -2.00051 -1.50528 2.63062
C -2.66281 -2.72377 2.65868
C -1.94179 -3.91372 2.58941
C -0.55948 -3.87272 2.47290
C 0.10195 -2.65013 2.43566
C 2.00205 -0.16363 2.76292
C 2.72030 -0.13959 3.93325
C 4.12519 -0.26761 3.91596
C 4.78814 -0.38753 2.72576
C 4.08328 -0.39108 1.49855
C 4.75465 -0.47046 0.25199
C 4.04589 -0.40834 -0.91123
C 2.63424 -0.29221 -0.89120
C 1.94650 -0.22952 0.29746
C 2.67417 -0.27831 1.51946
H -1.61362 1.13287 7.96437
H -1.62897 2.95374 6.28993
H -0.78809 2.53079 4.00992
H 0.06744 -1.53602 5.07060
H -0.72998 -1.09889 7.34638
H -2.56999 -0.58256 2.70568
H -3.74258 -2.74623 2.74292
H -2.45529 -4.86606 2.62186
H 0.00787 -4.79302 2.40855
H 1.18184 -2.61958 2.33545
H 2.22588 -0.01001 4.88762
H 4.67144 -0.25218 4.85051
H 5.86954 -0.46187 2.70465
H 5.83348 -0.57685 0.24373
H 4.55603 -0.46046 -1.86471
H 2.09318 -0.25135 -1.82813
F 0.96681 0.32110 -4.07501
B -0.13391 -0.29662 -3.49030
F -0.01101 -1.68843 -3.48597
F -1.33766 0.11734 -4.05071
F -0.15991 0.11878 -2.08008

***

90
Properties=species:S:1:pos:R:3 method="wB97M-V/def2-TZVPD" e_homo_ev="-6.84 / -6.83" fmax_ev_per_a=1.1 lumo_ev="-1.27 / -1.19" de_lowest_kj_mol=0.0 e_tot_ha=-15506.65182 charge=0
Mo 0.66746 -0.29621 0.89342
Br 1.20006 7.15091 0.37161
C 0.91405 5.33678 0.83158
C -0.23134 4.97929 1.54843
C -0.48121 3.66062 1.84201
C 0.39187 2.65243 1.39975
O 0.11779 1.40787 1.66931
C 1.58886 3.03172 0.75704
C 2.63161 2.06818 0.50631
N 2.47608 0.79548 0.55251
C 3.61976 -0.06543 0.54078
C 4.81876 0.22387 -0.04815
C 5.91122 -0.65403 0.10471
C 5.79345 -1.78410 0.86282
C 4.55650 -2.11864 1.45657
C 4.35554 -3.27435 2.24639
C 3.12139 -3.53875 2.75088
C 2.05490 -2.68131 2.42695
N 2.20695 -1.60118 1.71121
C 3.45294 -1.27979 1.24927
C 1.83293 4.38378 0.47586
H -0.91624 5.75112 1.87678
H -1.35439 3.36330 2.40714
H 3.63133 2.47235 0.35622
H 4.93835 1.12045 -0.64341
H 6.85041 -0.41431 -0.37489
H 6.63654 -2.45011 0.99684
H 5.18787 -3.94321 2.42786
H 2.93026 -4.41389 3.35432
H 1.04963 -2.90384 2.75945
H 2.74781 4.66907 -0.02880
Br 0.32304 -2.59158 -5.72040
C 1.10081 -2.77039 -4.00700
C 2.19438 -3.63117 -3.81462
Br 2.95645 -4.52850 -5.28869
C 2.68672 -3.84954 -2.55125
Br 4.10737 -5.03724 -2.20278
C 2.14420 -3.21134 -1.37901
O 2.49533 -3.52268 -0.22753
C 1.17909 -2.17659 -1.64652
O 0.83194 -1.37821 -0.57377
C 0.60145 -2.06630 -2.91416
Br -1.00254 -1.09946 -3.14687
C -1.95290 -2.76364 -0.24839
C -1.91170 -2.27028 1.14858
N -1.04345 -1.40306 1.64012
C -1.28779 -1.28675 2.98842
C -2.34690 -2.07909 3.31413
N -2.71363 -2.69285 2.14210
C -3.09453 -2.37947 4.56073
O -2.66250 -1.80930 5.65630
O -4.05561 -3.11497 4.50026
C -0.28862 -0.58151 3.84255
O -0.52252 -0.46898 5.05845
O 0.76167 -0.23147 3.23303
H -1.05655 -3.34928 -0.46099
H -1.97532 -1.92115 -0.93904
H -2.83061 -3.38667 -0.41346
H -3.46994 -3.35807 2.08809
H -1.82724 -1.24969 5.47817
C -4.00360 1.07592 -3.85387
O -3.46060 1.51186 -2.61325
C -3.83155 0.84765 -1.49670
C -4.53860 -0.34892 -1.49385
C -4.96399 -0.90550 -0.29484
C -4.67787 -0.29042 0.91301
C -3.95419 0.89181 0.91450
C -3.53621 1.46085 -0.27465
N -3.01176 2.78547 -0.23930
C -2.08035 3.40718 -0.95135
C -0.93802 2.97220 -1.60567
C -0.29186 3.96847 -2.41433
C 0.86200 3.72045 -3.07346
C 1.46582 2.44029 -2.91625
C 0.93378 1.48970 -2.10941
C -0.30814 1.68778 -1.39615
O -0.78995 0.81562 -0.60993
H -3.64760 1.78262 -4.59724
H -5.09535 1.09046 -3.82239
H -3.66023 0.07479 -4.11679
H -4.77476 -0.84052 -2.42696
H -5.53726 -1.82392 -0.31540
H -5.02349 -0.71276 1.84652
H -3.71955 1.39224 1.84694
H -3.59719 3.40906 0.29513
H -2.23093 4.48316 -0.95956
H -0.76324 4.94279 -2.49166
H 1.32501 4.47728 -3.69143
H 2.38213 2.21864 -3.45271
H 1.42633 0.53687 -1.99614

***

102
Properties=species:S:1:pos:R:3 method="wB97M-V/def2-TZVPD" e_homo_ev="-11.93 / -11.93" multiplicity=4 fmax_ev_per_a=1.2 lumo_ev="-4.34 / -5.21" de_lowest_kj_mol=60.8 e_tot_ha=-5558.89702 charge=+1
Re -1.22812 -0.47921 -0.16789
O -6.37655 3.15960 1.25042
C -5.41560 4.03562 1.49356
O -5.65637 5.20181 1.63882
C -3.99255 3.52486 1.55912
C -2.91824 4.32091 1.92365
Cl -2.96368 5.94997 2.38292
N -1.77520 3.56802 1.83782
N -2.06647 2.32482 1.43804
C -3.36818 2.27509 1.27447
C -3.92856 0.98957 0.76058
O -5.12007 0.80102 0.66667
O -3.07516 0.04844 0.40626
C -0.36708 3.85713 2.03444
C 0.52915 2.88245 1.60035
C 1.89298 3.06889 1.75337
C 2.38695 4.22980 2.33194
C 1.49287 5.19664 2.75685
C 0.12139 5.02108 2.61750
H -6.01938 2.25245 1.14402
H 0.14332 1.98070 1.14633
H 2.57630 2.29307 1.42458
H 3.45270 4.37427 2.45470
H 1.85810 6.10716 3.21426
H -0.53377 5.78665 2.98094
O -1.92910 -2.29354 0.51188
C -2.19698 -2.61036 1.69741
C -1.75557 -1.94696 2.86315
C -2.10630 -2.49926 4.11293
C -1.60314 -1.94160 5.24377
C -0.73591 -0.84035 5.19610
C -0.37800 -0.29331 3.98970
C -0.89399 -0.82261 2.79927
O -0.54543 -0.26725 1.66355
N -1.96384 -2.52129 6.55401
O -2.71442 -3.47300 6.55256
O -1.47379 -2.00610 7.53525
H -2.80744 -3.50644 1.82136
H -2.76077 -3.35930 4.18150
H -0.36125 -0.43461 6.12590
H 0.28647 0.55882 3.92814
F 1.31746 -6.22391 -5.46618
C 1.19503 -6.49491 -4.15877
F 0.12102 -7.27311 -3.99702
F 2.27573 -7.20217 -3.79430
C 1.09536 -5.22015 -3.35848
C 0.01988 -4.98641 -2.52589
C -0.05471 -3.79235 -1.81820
C 0.95271 -2.84750 -1.94051
C 2.05034 -3.10287 -2.77090
C 2.11686 -4.28340 -3.48239
P 0.96531 -1.35066 -0.91526
C 1.71351 -0.02730 -1.89418
C 2.37563 1.01043 -1.23610
C 2.80250 2.11800 -1.94642
C 2.54242 2.20070 -3.31006
C 1.88832 1.17417 -3.97158
C 1.46808 0.05735 -3.26194
C 2.97091 3.42870 -4.07475
F 4.20481 3.29693 -4.57115
F 2.14169 3.67138 -5.09987
F 2.96397 4.51351 -3.28111
C 2.16260 -1.78900 0.37936
C 3.52897 -1.57093 0.20753
C 4.42469 -2.02008 1.16333
C 3.95966 -2.69160 2.28550
C 2.60794 -2.93842 2.45127
C 1.71305 -2.48747 1.49438
C 4.95055 -3.12518 3.33656
F 6.03100 -3.68666 2.78100
F 5.36869 -2.06809 4.05238
F 4.41609 -4.00718 4.18857
H -0.77155 -5.71798 -2.44093
H -0.91330 -3.61479 -1.18501
H 2.86022 -2.38818 -2.85117
H 2.96212 -4.48715 -4.12787
H 2.54936 0.95924 -0.16658
H 3.32135 2.92446 -1.44344
H 1.68838 1.24989 -5.03272
H 0.93407 -0.73422 -3.77379
H 3.90243 -1.05254 -0.66650
H 5.48688 -1.85351 1.03553
H 2.25837 -3.48330 3.31807
H 0.66121 -2.70827 1.60927
F -1.42563 -0.27655 -4.89190
C -2.71711 -0.36220 -4.55104
F -3.37182 -1.02819 -5.47920
F -3.21145 0.87450 -4.45711
S -2.89828 -1.24979 -2.94300
O -4.15266 -0.87451 -2.38076
O -2.59244 -2.60874 -3.24496
O -1.74711 -0.57338 -2.17647
C -0.38335 3.82588 -1.52664
S -1.00105 2.22269 -2.00585
C -2.75269 2.54484 -1.93914
O -0.68114 1.40858 -0.70277
H -1.05955 4.28148 -0.80442
H -0.28801 4.43864 -2.42447
H 0.59649 3.65603 -1.08361
H -2.97033 3.24834 -2.74545
H -2.99381 2.97147 -0.96660
H -3.28902 1.61179 -2.11650

***

89
Properties=species:S:1:pos:R:3 method="wB97M-V/def2-TZVPD" e_homo_ev=-4.79 fmax_ev_per_a=1.1 lumo_ev=2.02 de_lowest_kj_mol=0.0 e_tot_ha=-5831.35475 charge=-1
Sn -0.08825 0.92641 -0.98852
Br -6.43669 -3.42894 -0.72504
C -4.71143 -2.69902 -1.10885
C -4.59726 -1.59554 -1.93411
C -3.35447 -1.04158 -2.14771
C -2.20505 -1.57079 -1.53910
O -1.02852 -1.05878 -1.69847
C -2.35861 -2.74332 -0.74106
C -1.06835 -3.24731 -0.22848
N 0.79110 -2.22587 0.97583
C 1.81741 -2.29508 1.86160
C 1.97242 -3.28293 2.81719
C 3.12983 -3.34285 3.59641
C 4.13775 -2.42424 3.45784
C 4.01013 -1.38054 2.52076
C 4.98492 -0.38089 2.31717
C 4.74985 0.61386 1.40725
C 3.54592 0.60523 0.68236
N 2.63644 -0.32292 0.81978
C 2.83975 -1.30356 1.72006
C -3.60478 -3.28477 -0.51661
H -5.46999 -1.16575 -2.40506
H -3.24230 -0.17231 -2.77844
H -0.31083 -3.15810 -1.00182
H 1.19828 -4.02232 2.95516
H 3.22628 -4.14352 4.31727
H 5.02990 -2.48640 4.06535
H 5.90109 -0.42225 2.89303
H 5.47437 1.39673 1.23841
H 3.32059 1.37769 -0.04069
H -3.72808 -4.15019 0.11499
O -2.16172 3.97540 -3.41826
C -1.89932 3.00771 -2.72912
N -0.91098 2.09479 -2.92763
C -0.38585 1.94001 -4.16028
O -0.73032 2.48325 -5.19741
C 0.69777 0.88549 -4.23422
C 1.13106 0.46532 -5.49059
C 2.13946 -0.47499 -5.57082
C 2.67605 -0.98201 -4.39510
C 2.16685 -0.51967 -3.19329
N 1.21351 0.38809 -3.12316
C -2.74588 2.72848 -1.50288
C -3.80156 3.58953 -1.20772
C -4.54904 3.36090 -0.06719
C -4.26843 2.23823 0.69720
C -3.24595 1.40249 0.28431
N -2.48962 1.65845 -0.76618
H 0.66884 0.88888 -6.36990
H 2.51235 -0.80921 -6.53004
H 3.47155 -1.71162 -4.41192
H 2.53401 -0.88156 -2.24025
H -3.99876 4.42050 -1.87050
H -5.33874 4.04053 0.22234
H -4.82197 2.02353 1.59815
H -3.01529 0.49018 0.81305
O -0.39083 2.74298 5.30668
C -0.66196 1.46529 5.34938
O -0.83679 0.87370 6.39359
C -0.75160 0.72437 4.05424
C -1.02083 -0.63475 3.97316
Cl -1.19816 -1.76480 5.22075
N -1.05663 -0.98815 2.66336
N -0.80196 0.07945 1.89437
C -0.62528 1.11837 2.69281
C -0.38964 2.50148 2.11166
O -0.27881 3.45433 2.90885
O -0.34271 2.60573 0.87991
C -1.37379 -2.25887 2.14565
C -0.49865 -2.79631 1.09876
C -0.73144 -4.30743 0.77715
C -1.71704 -5.01104 1.58042
C -2.55666 -4.35883 2.40349
C -2.40757 -2.96500 2.66378
H -0.32624 3.10625 4.32787
H 0.82388 -1.39002 0.39925
H 0.15297 -4.88584 0.53334
H -1.74077 -6.08970 1.50000
H -3.30692 -4.89768 2.96349
H -3.07995 -2.51094 3.37504
C 3.81512 5.67043 -2.28760
C 4.10349 4.21071 -2.63631
C 3.06118 3.33991 -2.15459
N 2.26347 2.63319 -1.74471
H 4.65154 6.29416 -2.59361
H 3.66612 5.78427 -1.21769
H 2.91777 6.00879 -2.79702
H 5.04614 3.88882 -2.18128
H 4.18309 4.08427 -3.71927

***

86
Properties=species:S:1:pos:R:3 method="wB97M-V/def2-TZVPD" e_homo_ev="-9.44 / -9.44" fmax_ev_per_a=4.4 lumo_ev="-4.42 / -4.46" de_lowest_kj_mol=0.0 e_tot_ha=-8158.02071 charge=+1
Mo 0.81021 0.96795 0.79752
O 3.66681 3.13555 -1.59468
C 4.44881 2.06925 -1.85998
C 5.26731 2.12355 -2.98668
C 6.07691 1.05695 -3.31638
C 6.08501 -0.09305 -2.52888
C 5.27471 -0.16875 -1.41978
C 4.44581 0.90545 -1.06498
C 3.48961 0.73265 0.00922
O 2.62021 1.66635 0.30272
N 3.36051 -0.40225 0.64802
N 2.21441 -0.39925 1.33052
C 1.98921 -1.41805 2.14592
C 0.72521 -1.41705 2.74122
C 0.28261 -2.36275 3.69292
C -0.97959 -2.25095 4.20972
C -1.78569 -1.18655 3.78292
C -1.29659 -0.30815 2.84472
N -0.07529 -0.40385 2.29762
H 3.19701 2.96315 -0.75788
H 5.23831 3.01905 -3.58798
H 6.70581 1.11315 -4.19198
H 6.71601 -0.92655 -2.79578
H 5.23681 -1.05175 -0.80208
H 2.74661 -2.16785 2.31172
H 0.96031 -3.14935 3.98872
H -1.35759 -2.96965 4.91802
H -2.78459 -1.05735 4.17012
H -1.94009 0.48515 2.48972
Cl -5.29279 4.69645 2.34842
C -3.99009 3.76055 1.71562
C -4.19569 3.00975 0.55152
C -3.20029 2.18055 0.09022
C -1.97199 2.06955 0.76372
O -1.09899 1.17305 0.35202
C -1.73379 2.89795 1.90802
C -0.49059 2.85615 2.59422
O 0.48231 2.13965 2.19502
C -2.77999 3.72675 2.36812
H -5.14129 3.06295 0.03482
H -3.35639 1.56305 -0.78468
H -0.33919 3.48665 3.47232
H -2.62459 4.32635 3.25272
C 1.03401 4.62355 0.45642
C 0.59091 3.91285 -0.77988
C 0.18131 4.67335 -1.89138
C -0.12189 4.06265 -3.07578
C 0.01271 2.66605 -3.19138
C -0.19739 1.92025 -4.37278
Br -0.77609 2.78335 -5.95498
C 0.01161 0.56295 -4.40248
C 0.41271 -0.10435 -3.24688
Br 0.74221 -1.96655 -3.32408
C 0.58381 0.55525 -2.03108
O 0.88391 -0.05475 -0.90858
C 0.39101 1.96695 -2.01928
N 0.62911 2.59245 -0.84178
H 1.71381 5.42925 0.18152
H 1.55021 3.94575 1.13412
H 0.18441 5.07145 0.96922
H 0.13381 5.74585 -1.79418
H -0.42249 4.63615 -3.93638
H -0.14399 0.00235 -5.31198
Te -1.32369 -1.64075 -0.46118
C -0.23259 -3.26305 0.37412
C 1.11961 -3.40635 0.09062
C 1.84111 -4.43615 0.67112
C 1.22211 -5.32235 1.53572
C -0.12849 -5.18365 1.81492
C -0.85399 -4.15485 1.24582
C -3.11949 -2.81665 -0.36878
C -3.30499 -3.79005 -1.34218
C -4.39939 -4.63355 -1.28408
C -5.31779 -4.51185 -0.25378
C -5.14579 -3.52935 0.70872
C -4.05229 -2.67875 0.65042
H 1.61051 -2.73185 -0.59398
H 2.88941 -4.54235 0.44512
H 1.78661 -6.11995 1.99332
H -0.62359 -5.87805 2.47792
H -1.90289 -4.04375 1.47812
H -2.58559 -3.89445 -2.14378
H -4.52939 -5.38815 -2.04498
H -6.16909 -5.17535 -0.20568
H -5.86089 -3.42525 1.51152
H -3.91829 -1.91305 1.40602